Molecular formula: C34H50O13S
Method: DFT, the ωB97M-V functional and the def2-TZVPD basis

Geometry as XYZ:
```
98
Properties=species:S:1:pos:R:3:forces:R:3
C 1.59375 -5.89119 2.10867 -0.1215 -0.0702 -0.1040
C 1.88951 -5.21033 1.01416 -0.3245 0.0418 -0.0971
C 1.88098 -3.68973 0.97388 -0.0747 -0.6548 -0.6435
O 2.84036 -3.21504 1.94755 -0.0652 0.0518 0.0898
S 4.30353 -3.45746 1.33683 0.1475 0.0956 0.1042
O 4.80857 -4.72186 1.73763 0.0418 0.0753 -0.1204
O 5.06404 -2.27968 1.56968 -0.0751 -0.0965 0.0635
O 3.85938 -3.54129 -0.19192 -0.0859 -0.2540 0.0105
C 2.45695 -3.10219 -0.32275 -0.2256 0.7137 0.0183
C 1.83468 -3.56908 -1.65091 0.3685 -0.5412 0.0926
C 0.45611 -4.24820 -1.59555 -0.1255 0.1817 -0.2665
C -0.72695 -3.27388 -1.62167 0.1427 0.0972 -0.2001
C -2.07169 -3.95992 -1.90391 0.0174 0.0091 0.3540
C -2.88295 -4.47697 -0.68159 0.2019 -0.1635 -0.2119
C -2.17953 -4.50932 0.68406 -0.1756 -0.0117 0.0912
C -2.19476 -3.23008 1.54037 -0.0368 0.0167 0.2606
C -3.51997 -2.47321 1.52997 0.0762 0.0825 -0.3715
C 2.48864 -1.56526 -0.29940 -0.1858 -0.0091 -0.0489
C 3.45511 -0.99082 -1.35885 -0.2301 0.1541 -0.1192
C 4.67627 -0.21621 -0.81784 -0.0687 0.0242 -0.2617
C 4.80399 1.18667 -1.41990 0.1246 0.0769 0.1930
C 3.78911 2.19597 -0.84952 -0.1809 0.0568 -0.1954
C 2.60892 2.52999 -1.78516 -0.1677 -0.0226 0.1425
C 1.25827 2.53864 -1.06440 0.0429 -0.2382 -0.0546
C 0.06721 2.43307 -2.01366 0.0957 0.2059 -0.0171
C -1.26708 2.21272 -1.28867 -0.0862 -0.0209 -0.2408
O -1.30103 2.80106 -0.00539 -0.1098 0.0574 0.0823
C -1.01791 1.95229 1.08543 0.0866 -0.0666 0.0884
H 1.74466 -6.96363 2.14046 -0.2252 0.0340 -0.0091
H 1.20622 -5.41213 3.00210 0.2647 0.0304 0.0329
H 2.16404 -5.73237 0.10436 0.3410 0.0260 0.1393
H 0.87532 -3.31039 1.16858 0.2851 0.3248 0.4317
H 1.75308 -2.69946 -2.30682 0.0544 -0.0740 0.0074
H 2.54241 -4.24243 -2.14417 -0.0069 -0.0053 0.1603
H 0.37717 -4.87688 -2.49002 -0.0088 0.0516 0.0673
H 0.36298 -4.92761 -0.75372 0.0379 -0.0720 0.0158
H -0.76358 -2.67841 -0.70339 -0.0289 -0.0417 -0.0615
H -0.53695 -2.56223 -2.43502 0.0046 -0.0075 0.0866
H -1.86288 -4.81408 -2.55628 -0.0697 0.1421 -0.0897
H -2.69751 -3.26923 -2.47375 0.0098 -0.0839 -0.0066
H -3.82062 -3.92222 -0.61457 0.0667 -0.0320 0.1109
H -3.17680 -5.50697 -0.90435 -0.0404 0.0817 0.0230
H -2.67093 -5.28923 1.27673 -0.0086 0.0648 -0.0461
H -1.14887 -4.85465 0.56509 -0.0525 0.0027 0.0606
H -1.38515 -2.53968 1.27802 -0.0697 -0.0561 -0.1252
H -1.98725 -3.53820 2.57189 0.0862 0.0620 -0.0639
H -4.35370 -3.09399 1.86123 0.0809 0.0288 0.0452
H -3.75953 -2.13784 0.51550 -0.0197 0.0192 0.0942
H -3.47321 -1.57241 2.14648 -0.0010 -0.1301 0.1068
H 1.46803 -1.22699 -0.51199 0.0136 -0.0233 0.1240
H 2.75659 -1.20367 0.69471 -0.0364 0.0079 -0.0725
H 2.87939 -0.32203 -2.00617 0.0498 -0.0315 0.0429
H 3.79733 -1.79764 -2.01355 0.0166 0.0872 0.0718
H 4.60810 -0.13068 0.26968 0.1405 -0.0474 -0.0892
H 5.58778 -0.77384 -1.04814 -0.0646 -0.0394 0.1868
H 4.69431 1.13476 -2.50954 0.0860 0.0063 0.0539
H 5.81803 1.54898 -1.22602 -0.0557 -0.0270 -0.0431
H 4.31074 3.12433 -0.60743 -0.0371 -0.0662 0.0836
H 3.37558 1.79889 0.08540 0.1493 0.0411 0.0012
H 2.55662 1.78917 -2.59072 0.0681 0.0933 -0.0043
H 2.77021 3.50834 -2.24883 0.0353 -0.1383 -0.1438
H 1.23302 1.67762 -0.38156 0.0340 0.1311 -0.0168
H 1.15422 3.44195 -0.45564 0.0263 -0.1454 0.0779
H 0.00069 3.34225 -2.62020 0.0748 -0.0323 0.0218
H 0.24430 1.60494 -2.70978 -0.1019 0.0521 0.0003
H -2.07382 2.68269 -1.85817 0.0200 -0.0883 0.0071
H -1.50068 1.14134 -1.23402 0.0544 0.0362 0.1481
H -0.66432 0.96817 0.75805 -0.0618 0.0507 0.0219
H -0.23495 2.39956 1.70483 -0.0425 -0.0040 -0.0442
H -1.91275 1.81769 1.70121 0.0049 -0.0128 -0.0435
O 4.57172 5.48750 -1.55366 0.0020 -0.0129 0.0113
C 4.15032 6.62885 -1.48893 -0.0140 0.0434 -0.1035
C 4.07787 7.54559 -2.60417 0.0450 -0.0926 -0.0399
C 3.60193 8.78107 -2.39260 0.0043 0.0212 -0.0503
O 3.49033 9.70291 -3.33486 0.0160 -0.0293 -0.0075
C 3.13950 9.25029 -1.02815 -0.0127 -0.0576 0.1267
O 2.74125 10.39898 -0.95873 -0.0075 0.0218 -0.0450
C 3.19426 8.32628 0.08269 -0.0402 0.0943 0.0424
C 3.66752 7.08989 -0.12898 -0.0102 -0.0238 0.0434
O 3.75934 6.16310 0.81109 -0.0118 0.0322 0.0076
H 4.41176 7.20460 -3.57378 0.0012 0.0206 -0.0026
H 3.12302 10.49531 -2.89276 -0.0059 -0.0008 0.0379
H 2.84972 8.66318 1.04994 0.0094 -0.0180 0.0055
H 4.13583 5.37068 0.37773 0.0074 0.0001 -0.0344
O -6.70922 -2.61213 2.19808 -0.0955 -0.0561 0.0551
C -7.17743 -1.51612 2.45206 0.0172 0.0873 -0.1299
C -7.35718 -0.45576 1.48668 0.0441 -0.0842 -0.0555
C -7.86849 0.71299 1.90004 0.0017 0.0359 -0.0500
O -8.07638 1.75121 1.10759 0.0178 -0.0331 -0.0082
C -8.26190 0.96147 3.34204 -0.0032 -0.0716 0.1150
O -8.70161 2.06717 3.59927 -0.0119 0.0236 -0.0404
C -8.09672 -0.10622 4.30391 -0.0409 0.0814 0.0564
C -7.58743 -1.27483 3.88948 -0.0003 -0.0230 0.0455
O -7.39129 -2.31854 4.67972 -0.0071 0.0267 0.0147
H -7.07152 -0.63949 0.46069 -0.0020 0.0204 -0.0002
H -8.44599 2.45585 1.67767 -0.0019 -0.0046 0.0371
H -8.38990 0.07407 5.32828 0.0124 -0.0165 0.0028
H -7.01018 -3.01837 4.11213 0.0068 0.0089 -0.0360
```
Forces are in eV/Å.

Summary:
frontier orbital gap	8.1	eV
structure (SMILES)	C=C[C@H]1OS(=O)(=O)O[C@]1(CCCCCCCC)CCCCCCCCCOC.O=C1C=C(O)C(=O)C=C1O.O=C1C=C(O)C(=O)C=C1O
LUMO level	-1.6	eV

Atomic partial charges in e from the Mulliken method, atoms 1 to 4:
1. C -1.029
2. C -0.181
3. C 0.136
4. O -0.458

Molecular formula: C34H51BiClFN9O4S
Method: DFT, the ωB97M-V functional and the def2-TZVPD basis

Geometry as XYZ:
```
102
Properties=species:S:1:pos:R:3:forces:R:3
Bi -0.99929 0.09740 1.30765 -0.1123 0.0355 -0.1021
C 6.56533 -1.67750 -0.48628 0.0007 0.0006 0.0039
C 5.42681 -2.66463 -0.68752 -0.0034 0.0020 -0.0018
N 4.10946 -2.02447 -0.58401 -0.0052 0.0008 -0.0023
C 3.45869 -2.04563 0.59534 -0.0002 -0.0051 -0.0106
C 2.30295 -1.36567 0.86566 -0.0482 -0.0729 0.0152
C 1.71967 -1.50195 2.25079 0.0570 0.1911 0.0915
O 2.32743 -2.14594 3.08315 -0.0451 -0.0443 -0.0440
O 0.59747 -0.88585 2.49527 -0.0045 -0.0916 0.0095
C 1.76025 -0.55802 -0.16626 0.0500 -0.0441 -0.0224
O 0.91291 0.35943 -0.02255 -0.1089 0.0488 0.0271
C 2.29236 -0.77543 -1.48946 0.0335 -0.0070 -0.0215
C 1.58149 -0.33341 -2.60668 -0.0494 0.0212 0.0169
C 2.17660 -0.33244 -3.82685 0.0111 0.0034 -0.0062
F 1.42413 -0.00768 -4.90188 -0.0329 -0.0122 0.0335
C 3.56052 -0.58334 -3.96798 -0.0278 -0.0068 -0.0013
C 4.18385 -1.22531 -2.90498 0.0068 0.0050 0.0334
C 3.53999 -1.37236 -1.66749 0.0029 -0.0078 -0.0001
N 4.34926 -0.12994 -5.04943 0.0593 0.0511 -0.0056
C 5.52383 0.62804 -4.58974 -0.0216 0.0068 -0.0649
C 5.07647 1.89056 -3.86890 0.0296 -0.0444 0.0368
N 4.19383 2.74851 -4.72569 -0.0462 -0.0422 0.0204
C 3.23216 2.02862 -5.63259 -0.0235 -0.0155 -0.0603
C 3.72714 0.66573 -6.11119 0.0365 -0.0495 -0.0112
H 7.52346 -2.18656 -0.58702 -0.0018 0.0011 -0.0004
H 6.51698 -1.23534 0.50889 0.0008 0.0001 -0.0015
H 6.52917 -0.86837 -1.21704 0.0012 -0.0002 0.0012
H 5.45902 -3.44328 0.07196 -0.0004 -0.0009 0.0003
H 5.48801 -3.16587 -1.65273 -0.0014 0.0005 -0.0045
H 3.91279 -2.62330 1.39097 0.0042 0.0037 0.0024
H 0.56097 0.01076 -2.49406 0.0161 -0.0080 -0.0042
H 5.20590 -1.54881 -3.02783 -0.0044 -0.0043 -0.0040
H 6.13458 0.85979 -5.46381 0.0026 -0.0019 -0.0027
H 6.14768 0.04142 -3.92189 -0.0132 0.0054 -0.0018
H 5.91443 2.50530 -3.54452 0.0006 -0.0003 -0.0187
H 4.48190 1.63234 -2.99153 -0.0026 0.0207 -0.0113
H 4.75352 3.41184 -5.25297 0.0012 0.0194 0.0106
H 3.55038 3.24459 -4.03502 0.0639 0.0879 0.0563
H 3.02866 2.68645 -6.47589 0.0190 -0.0041 -0.0049
H 2.31740 1.93970 -5.05837 -0.0197 -0.0151 0.0145
H 4.48641 0.78408 -6.88530 0.0043 0.0073 -0.0094
H 2.89481 0.13413 -6.56248 0.0318 0.0208 0.0156
N -2.74711 1.76365 2.53676 0.0192 -0.0620 0.1070
C -2.83946 2.13307 3.96003 -0.0111 0.0470 -0.0069
C -2.08846 3.41265 4.28360 0.0273 -0.0014 -0.0195
C -0.56284 3.34594 4.22185 -0.0124 0.0020 0.0081
C 0.07772 3.25204 2.83527 0.0064 -0.0176 -0.0096
N 0.41740 1.86670 2.45429 0.0157 0.0225 -0.0205
H -2.74757 2.59088 1.94707 -0.0025 -0.0064 -0.0150
H -3.55171 1.20943 2.24942 0.0082 -0.0020 -0.0105
H -2.44402 1.31262 4.56362 0.0044 -0.0033 0.0052
H -3.88540 2.26366 4.25455 0.0046 -0.0072 0.0052
H -2.36814 3.70364 5.29849 -0.0044 -0.0005 -0.0007
H -2.44492 4.21838 3.63087 0.0037 -0.0009 -0.0002
H -0.21087 2.51121 4.83900 0.0007 0.0027 0.0008
H -0.17845 4.24779 4.70145 0.0019 0.0020 -0.0019
H 0.98798 3.85688 2.82570 0.0016 -0.0002 -0.0010
H -0.58100 3.66019 2.06633 -0.0034 -0.0006 0.0018
H 0.83428 1.36523 3.23404 0.0022 0.0102 0.0072
H 1.11628 1.87108 1.71575 -0.0025 -0.0054 -0.0014
Cl -1.01150 -2.13228 -0.18253 -0.0197 -0.0135 0.0017
N -2.24580 -1.60602 2.74834 0.0815 -0.0665 0.0074
C -2.43881 -1.48386 4.15567 -0.0419 0.0656 -0.0231
C -1.37369 -1.67493 5.02795 0.0226 0.0209 0.0321
C -1.57130 -1.49586 6.38943 0.0125 0.0019 -0.0115
C -2.81365 -1.12201 6.88480 -0.0123 0.0126 -0.0060
C -3.87103 -0.93353 6.00634 0.0112 -0.0105 0.0000
C -3.68681 -1.11607 4.64399 -0.0209 -0.0167 0.0068
H -1.68097 -2.40818 2.48533 -0.0239 -0.0251 0.0229
H -3.12583 -1.62255 2.23665 0.0293 -0.0147 -0.0297
H -0.39805 -1.94506 4.64197 -0.0169 -0.0016 -0.0242
H -0.74234 -1.65167 7.06746 -0.0008 0.0029 0.0057
H -2.95803 -0.98597 7.94807 0.0012 0.0001 -0.0005
H -4.84605 -0.64942 6.38066 0.0016 -0.0005 0.0019
H -4.50981 -0.96909 3.95265 0.0053 -0.0023 -0.0035
N -1.24542 2.25041 -0.33687 -0.0070 0.0343 -0.0394
C -0.62130 2.54398 -1.27643 0.0635 0.1314 0.0454
N -0.04656 2.89684 -2.38545 -0.0119 -0.0672 0.0262
C 1.21625 3.08525 -2.56857 -0.0796 -0.0805 -0.0103
N 2.32512 3.27085 -2.88132 0.0121 0.0134 -0.0340
C -3.27518 0.63810 -3.17123 0.0053 -0.0156 -0.0122
C -3.71939 -0.27380 -2.03323 -0.0071 0.0054 0.0219
C -5.05177 0.18235 -1.45524 0.0281 -0.0130 0.0269
S -5.44741 -0.36070 0.22503 0.0077 0.0504 -0.0127
O -4.16664 -0.26114 1.02817 0.0231 -0.0795 -0.0428
C -5.78378 -2.12226 0.02181 0.0024 0.0105 -0.0211
C -4.60290 -3.01000 -0.36269 0.0070 0.0268 0.0088
C -4.68699 -4.37925 0.30256 -0.0139 0.0027 -0.0125
H -2.32240 0.30232 -3.58292 -0.0074 0.0000 0.0062
H -3.14443 1.66277 -2.82090 0.0091 0.0265 0.0092
H -4.00380 0.64875 -3.98450 0.0026 0.0006 0.0032
H -2.96642 -0.27329 -1.24475 0.0100 0.0011 0.0071
H -3.79052 -1.30118 -2.38656 -0.0009 -0.0297 0.0102
H -5.90928 -0.10296 -2.07044 -0.0061 0.0017 0.0092
H -5.06956 1.27197 -1.36539 0.0052 0.0005 0.0070
H -6.62347 -2.17826 -0.67552 -0.0007 -0.0276 0.0043
H -6.17385 -2.40185 1.00448 0.0115 0.0134 0.0111
H -3.66650 -2.52790 -0.07713 -0.0069 0.0071 -0.0060
H -4.57025 -3.12858 -1.44590 0.0080 0.0084 -0.0123
H -4.67323 -4.28320 1.39052 -0.0023 -0.0054 0.0052
H -3.83843 -4.99770 0.01191 -0.0007 -0.0026 -0.0006
H -5.60131 -4.90765 0.02603 0.0002 0.0010 0.0026
```
Forces are in eV/Å.

Summary:
frontier orbital gap	7.7	eV
LUMO level	-2.5	eV
net charge	+1

Atomic partial charges in e from the Mulliken method, atoms 1 to 4:
1. Bi 2.814
2. C -0.936
3. C -0.995
4. N 0.138

> Among the records above, which one has the lowest LUMO level?

C34H51BiClFN9O4S

> The highest frontier orbital gap belongs to which entry?

C34H50O13S